# 1
The following is a quantum chemistry calculation of a molecular structure, C6H9CuO5, from OMol25.

Last column: Mulliken spin population.
Positions of all 21 atoms, in Å:
Cu  -0.12673  1.18036  -1.84065  0.873
O  -0.49699  3.20472  2.08307  -0.003
O  1.44718  -0.33825  -0.34615  -0.078
O  0.56838  -1.63075  1.30972  -0.002
O  -0.64291  -0.60624  -0.29912  0.029
O  -0.31216  2.69240  -0.09454  -0.023
C  -0.17852  2.50881  1.12960  0.045
C  2.75612  -0.60040  -0.03351  -0.020
C  -2.96133  -0.71349  -0.82831  0.121
C  -1.89999  -1.12450  0.16176  -0.012
C  0.43820  -0.73824  0.50091  0.083
C  3.73708  0.08325  -0.61445  0.035
H  4.76642  -0.13501  -0.33463  0.003
H  2.89805  -1.29376  0.79687  0.002
H  0.08569  1.29183  1.40482  0.013
H  -3.93818  -1.07289  -0.47901  0.005
H  -2.76248  -1.14207  -1.81939  -0.028
H  -1.79646  -2.21508  0.23582  -0.001
H  3.53966  0.99479  -1.17868  -0.012
H  -2.11426  -0.72641  1.16318  -0.001
H  -3.00676  0.38093  -0.91732  -0.029

**Energy above the lowest of the compared OMol25 structures with the same formula, charge and spin**: 0.0 kcal/mol
**⟨S²⟩**: 0.752
**LUMO energy (alpha / beta)**: 3.268 / 3.211 eV
**HOMO level (alpha / beta)**: -0.0635 / -0.1720 Eh
**Total charge**: -1
**E_tot**: -2250.65598 hartree
**Spin multiplicity**: 2



# 2
The following is a quantum chemistry calculation of a molecular structure, C28H57As3Ge2N2ORhTe, from OMol25.

Last column: Mulliken spin population.
Positions of all 95 atoms, in Å:
Te  1.58343  1.36202  0.32677  1.694
Rh  -0.13750  -0.42097  -0.08688  1.294
As  1.66141  -2.14940  0.27986  0.098
As  -0.86900  -0.98912  2.31142  0.144
As  -0.74412  -6.58284  2.20536  0.000
Ge  -1.42771  -1.94333  -1.54889  -0.056
Ge  -0.65689  1.00024  -2.19840  0.218
O  -1.24331  1.95676  1.87249  0.006
N  -0.38949  3.78987  2.91333  0.009
N  -2.60831  3.71535  2.26678  0.003
C  2.55396  -2.91718  -1.25830  -0.003
C  -2.10470  -5.66594  1.13265  0.000
C  -2.17485  -1.14311  -3.14214  -0.034
C  -1.40363  3.09451  2.31613  -0.005
C  -2.97933  -2.12735  -0.32121  0.166
C  3.27285  -1.60768  1.22852  0.074
C  0.27556  -5.15425  3.12651  0.005
C  1.60861  -3.14576  3.59570  0.005
C  -4.15788  -2.81681  -1.02234  0.030
C  -1.39345  2.57696  -1.26986  0.037
C  -1.93355  0.13032  -3.44402  0.045
C  -3.92976  0.76214  -6.63073  0.000
C  1.06177  1.31477  -3.10726  0.021
C  0.55152  -3.70949  2.63946  -0.027
C  1.09526  -3.77299  1.20259  0.065
C  -0.67074  -3.62668  -2.20710  0.030
C  0.11227  -0.16151  3.77467  0.021
C  -2.21577  3.62793  -2.02808  0.018
C  -0.75325  -2.90079  2.77381  0.058
C  -2.86392  2.80719  -5.99008  0.001
C  0.47387  -7.02791  0.72907  0.000
C  -2.67142  -0.73611  2.97400  0.019
C  1.10425  1.77296  -4.56736  0.001
C  -2.53891  0.80864  -4.64179  -0.008
C  -3.37009  0.12374  -5.53573  0.001
C  -1.72357  -4.59374  -2.76874  0.003
C  -2.30679  2.15526  -4.89735  -0.003
C  -3.68034  2.11061  -6.86392  0.000
H  1.83895  -3.30262  -1.97397  -0.001
H  -4.56677  0.20495  -7.30686  0.000
H  1.60614  2.02130  -2.47158  0.001
H  -2.76697  4.63790  2.62731  0.000
H  -4.11986  2.60942  -7.71921  0.000
H  1.58355  0.36043  -3.00690  -0.003
H  -3.58585  -0.92669  -5.38482  0.001
H  -3.23830  -1.10471  -0.03968  0.006
H  -1.07497  -2.94062  3.81836  0.002
H  0.00242  -3.30258  -3.00416  0.001
H  -1.99258  2.14639  -0.46420  0.019
H  -3.93847  -3.85462  -1.26945  -0.002
H  1.83744  -2.10115  3.39559  -0.002
H  3.04980  -0.97608  2.08345  0.000
H  -2.58037  -6.43911  0.52775  0.000
H  -2.67042  -0.97107  4.03739  0.002
H  -2.61297  4.36525  -1.32398  0.002
H  0.20416  -8.01738  0.36392  0.000
H  -2.69826  -2.65485  0.58873  -0.001
H  0.51681  1.12676  -5.21835  0.002
H  -3.36077  -1.39561  2.45302  0.006
H  3.88965  -1.04731  0.52725  0.009
H  -1.70234  -4.90451  0.46508  0.004
H  -2.96246  0.29911  2.82096  -0.002
H  3.21740  -3.71553  -0.92877  0.004
H  -2.86926  -5.23018  1.77615  0.000
H  -1.54261  -3.37273  2.19255  -0.005
H  -0.46756  4.77340  3.10215  0.000
H  -1.66949  2.71278  -4.23230  0.003
H  0.73540  2.79121  -4.69182  -0.001
H  0.42290  -6.32470  -0.10136  0.000
H  1.23692  -5.65074  3.29824  0.000
H  -0.38137  0.77928  4.00408  0.002
H  -0.53852  3.05416  -0.77752  0.002
H  0.34405  -4.20497  0.54843  -0.010
H  3.14204  -2.13184  -1.73088  0.000
H  0.09737  -0.81036  4.64857  0.003
H  1.25736  -3.21475  4.62781  0.001
H  -2.28563  -5.08036  -1.97278  -0.001
H  -3.06321  3.18955  -2.55455  0.000
H  1.96154  -4.43895  1.17489  0.000
H  -3.37182  3.22457  1.83909  -0.001
H  -1.62086  4.17984  -2.75860  0.000
H  3.82112  -2.48825  1.55851  0.006
H  -5.03486  -2.81372  -0.36949  0.006
H  -1.24686  -5.37957  -3.35708  0.000
H  -4.43665  -2.30347  -1.94422  -0.002
H  1.49802  -7.07418  1.09984  0.000
H  -2.81401  -1.75525  -3.78435  0.001
H  0.53614  3.41462  2.80790  0.017
H  2.13310  1.76011  -4.93518  0.002
H  -0.05627  -4.13234  -1.46469  -0.006
H  -0.19210  -5.09180  4.11213  0.000
H  -2.44251  -4.09587  -3.42180  0.000
H  -2.65625  3.85768  -6.15579  0.000
H  1.13957  0.04215  3.48330  0.011
H  2.53928  -3.71261  3.52335  -0.002

**Energy above the lowest of the compared OMol25 structures with the same formula, charge and spin**: 0.0 kcal/mol
**⟨S²⟩**: 6.018
**LUMO energy (alpha / beta)**: -1.915 / -4.700 eV
**HOMO level (alpha / beta)**: -0.3660 / -0.3833 Eh
**Total charge**: +1
**E_tot**: -12525.31467 hartree
**Spin multiplicity**: 5



# 3
The following is a quantum chemistry calculation of a molecular structure, H14N2O13Zn, from OMol25.

Last column: Mulliken spin population.
Positions of all 30 atoms, in Å:
Zn  4.92348  -13.35886  -20.69405  1.641
O  1.63192  -10.74438  -20.15527  -0.013
O  1.26243  -7.51589  -19.97297  0.001
O  4.71211  -12.81931  -24.62142  -0.002
O  3.43649  -11.87972  -20.26539  -0.210
O  3.43094  -14.38985  -24.08345  0.002
O  3.13658  -10.57150  -18.70311  0.019
O  4.36872  -13.20814  -22.62081  -0.238
O  3.39065  -14.69265  -20.28875  -0.119
O  5.25529  -13.35354  -18.56205  -0.209
O  1.60362  -8.52461  -16.66460  0.001
O  5.31020  -11.53275  -16.01943  0.000
O  4.48484  -8.03032  -17.83007  0.002
O  -0.47606  -9.80231  -21.93011  0.000
N  4.15074  -13.47178  -23.78471  0.005
N  2.72231  -11.06111  -19.72661  0.054
H  -0.93283  -8.97506  -21.77757  0.000
H  4.82738  -14.05597  -18.07244  0.031
H  3.33343  -15.64811  -20.29599  -0.007
H  6.08191  -13.20909  -18.10154  0.013
H  2.54977  -14.40456  -19.93355  0.025
H  6.02339  -11.03063  -16.41372  0.000
H  5.37886  -7.87775  -17.52398  -0.001
H  4.71215  -11.71078  -16.74529  0.002
H  4.51141  -8.90258  -18.22337  0.000
H  1.90258  -7.70292  -16.27515  0.000
H  1.39885  -8.39873  -19.62914  0.001
H  0.31577  -7.38295  -19.92410  0.000
H  2.30221  -8.77103  -17.27080  0.000
H  -0.01577  -9.97720  -21.10927  0.000

**⟨S²⟩**: 0.751
**LUMO energy (alpha / beta)**: 2.139 / 1.694 eV
**HOMO level (alpha / beta)**: -0.1155 / -0.2057 Eh
**Total charge**: -1
**E_tot**: -2875.15795 hartree
**Spin multiplicity**: 2



# 4
The following is a quantum chemistry calculation of a molecular structure, C41H58BF2N7O5PtSi2Te2, from OMol25.

Last column: Mulliken charge in e.
Positions of all 119 atoms, in Å:
Pt  0.47732  -0.97938  -1.35696  2.404
Te  1.69502  1.18203  -0.65648  -0.648
Te  1.20983  -2.07315  0.79410  -0.781
Si  4.57144  2.56408  -1.94223  0.012
Si  -0.22316  3.20891  -2.95403  -0.104
F  -3.43185  -2.08639  -0.65910  0.124
F  -4.30507  -0.11890  -1.42593  -0.313
O  -6.34672  -1.29060  1.72954  -0.545
O  -7.46441  0.70018  2.03483  -0.466
O  -2.18823  -0.12633  -0.34923  0.146
O  -1.17511  1.53306  0.75670  -0.615
O  -0.39123  -2.81575  -1.86327  -0.985
N  -2.17817  -3.89062  -2.71563  0.202
N  4.12336  -3.14278  3.73162  0.261
N  2.89656  -2.69975  3.42519  0.486
N  2.01743  -3.56860  3.76991  -0.850
N  -1.59450  -1.78259  -3.50805  0.553
N  4.08918  -0.66261  0.44836  0.296
N  5.10471  -1.81132  2.03442  0.273
C  4.48490  -6.41980  5.38263  -0.531
C  -2.45033  -2.95018  2.89143  -0.798
C  -2.14867  0.85121  0.57517  -0.470
C  -3.26177  -3.04232  -4.74665  -0.853
C  5.04329  2.75707  -0.14655  -0.837
C  -2.01457  -4.98671  -1.77071  -1.125
C  -3.10888  -2.26822  3.90122  -0.652
C  2.67155  -4.63118  4.35035  0.086
C  -0.20804  5.04745  -3.25522  -1.107
C  -1.37754  -2.82582  -2.67789  0.479
C  -6.16362  0.94040  1.75125  0.746
C  -0.70792  -0.64161  -3.47932  -1.923
C  4.98696  -5.25726  4.85132  -1.181
C  5.22235  -2.55316  0.87264  -0.828
C  -7.65071  -0.71124  1.97488  -0.275
C  -1.99696  2.64145  -2.73091  -0.202
C  3.94550  4.19258  -2.61887  -1.069
C  -5.50132  2.13292  1.74100  -1.018
C  0.68146  2.93265  -1.31424  -0.619
C  4.06554  0.37659  2.71501  -1.496
C  -0.56464  -3.16920  1.23920  -0.832
C  -2.82746  -1.66478  -4.29377  -0.457
C  -3.38688  -3.94434  -3.53911  -0.501
C  -3.47322  0.93188  1.23788  0.001
C  4.04136  -4.36568  4.33131  1.556
C  -4.14922  -0.33835  1.25890  1.120
C  -1.44538  -0.53597  3.81331  -0.887
C  -5.50418  -0.27830  1.54528  0.159
C  3.09847  -6.70032  5.40956  -0.652
C  5.28153  -2.34129  3.35966  -1.069
C  -1.27901  -2.43171  2.33946  0.508
C  2.17721  -5.82177  4.90010  -0.740
C  -0.75950  -1.23519  2.82094  0.632
C  0.57261  -0.73382  2.32493  -1.046
C  4.61293  -1.82452  -0.09120  -0.555
C  -4.11581  2.11526  1.45228  -0.631
C  3.25106  1.19746  -2.09051  -0.532
C  4.39577  -0.68455  1.72451  0.648
C  6.00482  1.95814  -2.96774  -1.142
C  0.66256  2.37364  -4.37903  -0.726
C  -2.61324  -1.04949  4.35146  -0.762
B  -3.49221  -0.73419  -0.53897  0.390
H  -4.24298  -3.65541  -2.92176  0.232
H  1.48983  3.66467  -1.23805  0.566
H  5.16920  -7.14528  5.80124  0.401
H  -0.65960  5.59132  -2.42289  0.346
H  -0.78869  -0.09133  -4.41481  0.626
H  4.52185  -2.05507  -1.14026  0.588
H  -6.02432  3.06127  1.92422  0.495
H  6.15626  -2.98760  3.38881  0.425
H  5.79077  3.54562  -0.03729  0.524
H  6.04834  -5.05012  4.84945  0.400
H  0.91642  1.32798  -4.20679  0.054
H  -1.08458  -4.87654  -1.22660  0.330
H  1.11565  -6.02508  4.92545  0.480
H  -1.16083  -3.25017  0.33221  0.066
H  -2.53001  -3.44866  -5.44684  0.310
H  -4.22002  -2.98139  -5.26026  0.380
H  3.41694  1.10771  2.23756  0.018
H  -8.30843  -0.96821  1.14593  0.305
H  5.42355  -1.52417  4.06471  0.282
H  -0.24071  -4.16176  1.55371  0.787
H  -3.60675  -1.23749  1.54843  -0.366
H  3.26206  4.70751  -1.94153  0.384
H  -2.10213  1.68297  -2.22094  -0.566
H  0.52184  0.28129  1.93669  0.948
H  -3.12721  -0.50962  5.13565  0.491
H  4.79806  4.85911  -2.77037  0.478
H  1.33658  -0.79840  3.09725  0.690
H  -3.57607  3.04663  1.34778  0.596
H  1.59654  2.90039  -4.58642  0.239
H  -2.51391  3.38295  -2.11559  0.368
H  -3.60440  -1.17782  -3.69661  0.197
H  -0.96056  0.08254  -2.68501  -0.066
H  -0.00665  3.13941  -0.49284  0.700
H  -2.83872  -3.89649  2.53281  0.539
H  -8.02462  -1.07784  2.92797  0.294
H  2.80639  1.17365  -3.08428  0.626
H  3.45238  4.07915  -3.58658  0.317
H  0.05692  2.43054  -5.28689  0.455
H  -3.52878  -4.98088  -3.84329  0.413
H  6.83131  2.67093  -2.93218  0.369
H  5.46177  1.83063  0.25090  0.126
H  -4.00911  -2.68399  4.33484  0.517
H  2.76676  -7.63057  5.84945  0.401
H  -2.53384  2.58307  -3.68009  0.409
H  5.74078  -3.49652  0.84908  0.477
H  0.80925  5.42152  -3.38767  0.308
H  3.75264  0.24402  -1.91374  0.117
H  -2.61216  -1.02703  -5.15016  0.449
H  0.36575  -0.95917  -3.49343  0.746
H  5.72297  1.83462  -4.01555  0.346
H  4.96611  0.89223  3.05341  0.407
H  -1.04735  0.40312  4.17827  0.526
H  4.18612  3.03462  0.47339  0.292
H  6.37876  0.99910  -2.60344  0.345
H  -0.77274  5.29790  -4.15605  0.351
H  -1.99621  -5.92982  -2.31599  0.435
H  -2.85215  -5.00064  -1.06999  0.310
H  3.55396  -0.02979  3.58831  0.460

**Energy above the lowest of the compared OMol25 structures with the same formula, charge and spin**: 0.0 kcal/mol
**LUMO energy**: -5.355 eV
**HOMO level**: -0.4774 Eh
**Total charge**: +2
**E_tot**: -3815.33739 hartree
**Spin multiplicity**: 1



# 5
The following is a quantum chemistry calculation of 2 unconnected molecules or ions with the total composition C3H7ClN2O, from OMol25.

Last column: Mulliken charge in e.
Positions of all 14 atoms, in Å:
Cl  -0.35303  -0.97653  4.74123  -0.220
O  -1.18137  0.24863  2.65099  -0.421
N  0.93087  -0.58649  2.54042  -0.401
N  0.04330  0.20265  -0.35268  -0.174
C  0.85403  0.99807  -0.81155  -0.312
C  -1.17780  -0.14683  -1.01102  -0.816
C  -0.22275  -0.27068  3.10118  0.501
H  1.67180  1.43171  -0.23116  0.205
H  0.54105  1.65040  -1.74314  0.192
H  1.17746  -0.11585  1.63475  0.254
H  -1.92936  0.28483  -0.45709  0.302
H  -1.29768  0.36542  -2.00579  0.314
H  1.82252  -0.46264  3.08299  0.304
H  -1.23908  -1.25373  -1.03600  0.274

**Energy above the lowest of the compared OMol25 structures with the same formula, charge and spin**: 11.0 kcal/mol
**LUMO energy**: 0.719 eV
**HOMO level**: -0.3595 Eh
**Total charge**: 0
**SMILES string**: NC(=O)Cl.C=NC
**E_tot**: -763.41972 hartree
**Spin multiplicity**: 1